C34H33FIrNSi as an isolated structure. Source: OMol25; level of theory: wB97M-V/def2-TZVPD.

The geometry in XYZ format:
```
71
Properties=species:S:1:pos:R:3:forces:R:3
Ir -1.10193 -0.82875 0.90090 0.0377 -0.0064 0.2425
C 3.32860 2.70541 0.90069 0.0134 0.0299 0.0325
N 2.10435 1.95997 0.67254 -0.1360 -0.0395 0.0110
C 2.23128 0.57382 1.11227 0.0046 0.0887 0.1539
C 0.93718 2.62360 1.19935 0.1181 -0.0560 -0.0077
C -0.69198 2.76551 -0.84422 -0.1080 0.0966 0.0257
C -1.71042 3.39256 -1.46594 0.0664 0.1352 0.0552
C -2.68636 2.73803 -2.29025 -0.0380 -0.1309 0.0399
C -3.11801 1.46361 -2.10118 0.0404 0.1461 -0.0844
C -2.65687 0.53074 -1.11265 -0.0343 -0.1648 0.0612
C -1.40731 0.45388 -0.57736 -0.0875 0.1586 -0.0487
H 3.56710 2.79633 1.97090 -0.0022 -0.0089 -0.0105
H 3.25068 3.71774 0.49533 0.0079 -0.0046 -0.0114
H 4.15840 2.20621 0.40246 0.0088 0.0066 -0.0039
H 2.60921 0.49302 2.14292 0.0115 0.0368 -0.0254
H 2.90441 0.02329 0.45523 0.0049 0.0388 -0.0083
H 1.25088 0.08748 1.09136 0.0430 -0.0540 -0.1293
H 1.18454 3.23033 2.08082 -0.0169 0.0019 -0.0029
H 0.18308 1.89283 1.49709 0.0029 -0.0084 -0.0058
H -1.84680 4.46222 -1.32736 -0.0049 -0.0200 -0.0059
H -3.22279 3.35549 -3.00055 0.0066 0.0184 0.0130
H -3.97733 1.15169 -2.68575 0.0080 -0.0049 -0.0079
H -3.38054 -0.22518 -0.81954 -0.0046 0.0192 0.0069
F 0.50957 7.62319 -0.49258 -0.0029 0.1080 -0.0104
C 0.43225 6.33830 -0.29490 -0.0125 -0.2703 0.0474
C 1.22423 5.50112 -1.07548 0.0153 0.1201 -0.0410
C 1.15914 4.16080 -0.81695 -0.0033 0.0102 0.0294
C 0.22982 3.57583 0.14840 -0.0478 -0.0829 -0.0801
C -0.35674 1.35316 -1.20081 0.1200 -0.1483 -0.0423
C -0.56988 4.55744 0.89591 0.0389 -0.0475 0.0275
C -0.46264 5.88754 0.70763 -0.0019 0.1276 -0.0253
H 1.86616 5.92722 -1.83355 -0.0029 -0.0094 0.0053
H 1.78470 3.45856 -1.35525 -0.0072 -0.0022 -0.0043
H -0.41794 1.26314 -2.29331 0.0398 -0.0046 0.0002
H 0.64916 1.09002 -0.88865 0.0026 -0.0367 -0.0424
H -1.26102 4.16031 1.63134 -0.0070 0.0136 -0.0055
H -1.03562 6.61692 1.26332 0.0033 -0.0081 -0.0051
C -1.90608 -4.18821 -4.03854 -0.0010 0.0037 0.0015
C -1.16356 -3.01658 -3.96616 0.0088 0.0190 -0.0015
C -0.66211 -2.59106 -2.74598 -0.0448 -0.0647 -0.0015
C -0.89056 -3.32970 -1.58031 0.0928 0.0963 -0.0564
C -1.63386 -4.50695 -1.67121 0.0099 -0.0163 -0.0263
C -2.14015 -4.93341 -2.89256 0.0039 -0.0155 0.0285
Si -0.21049 -2.71270 0.03471 -0.0012 -0.0699 0.0691
C -1.34233 -3.04872 1.49507 -0.1884 -0.1027 0.0361
C -2.73375 -2.84669 1.27958 0.0113 -0.0382 -0.0647
C -3.61762 -2.66759 2.33985 -0.0060 0.0050 -0.1086
C -3.14225 -2.63104 3.63975 -0.0433 0.0173 0.0910
C -1.78336 -2.76032 3.88079 0.0773 0.0042 0.0441
C -0.89328 -2.95360 2.82881 0.0239 0.1534 -0.0894
C 1.58551 -3.14810 0.26113 -0.0035 0.0109 -0.0502
C 2.21348 -3.98848 -0.66208 -0.0257 -0.0254 -0.0321
C 3.53829 -4.36905 -0.49818 0.0148 0.0015 0.0134
C 4.25975 -3.91488 0.59589 -0.0336 0.0031 -0.0143
C 3.65523 -3.07373 1.52205 0.0115 0.0091 0.0105
C 2.33407 -2.69172 1.35145 0.0122 -0.0059 -0.0220
H -2.30163 -4.51973 -4.98980 0.0033 -0.0036 0.0011
H -0.97928 -2.43569 -4.86100 -0.0012 -0.0050 0.0052
H -0.08878 -1.67071 -2.69907 -0.0141 0.0141 0.0008
H -1.81765 -5.10174 -0.78319 -0.0125 -0.0021 0.0046
H -2.71371 -5.84962 -2.94846 -0.0024 0.0063 -0.0025
H -3.12484 -2.90162 0.26925 -0.0021 -0.0252 0.0020
H -4.67622 -2.55557 2.14433 0.0067 -0.0013 -0.0158
H -3.82859 -2.49328 4.46483 0.0064 -0.0017 0.0004
H -1.40945 -2.72334 4.89607 0.0030 -0.0012 -0.0079
H 0.15861 -3.08464 3.04576 0.0238 -0.0103 0.0087
H 1.65887 -4.35516 -1.51879 0.0078 0.0081 0.0110
H 4.00485 -5.02327 -1.22311 0.0017 0.0026 0.0035
H 5.29111 -4.21488 0.72818 0.0000 0.0022 0.0013
H 4.21628 -2.71646 2.37653 0.0006 -0.0028 -0.0025
H 1.88239 -2.01985 2.07236 -0.0156 -0.0130 0.0205
```
Positions in Å, forces in eV/Å.

* total charge: +1
* HOMO-LUMO gap (spin up / spin down): 4.9 / 4.9 eV
* 2S+1: 2
* <S²>: 0.759
* energy above the lowest of the compared OMol25 structures with the same formula, charge and spin: 393.5 kJ/mol
* HOMO energy (spin up / spin down): -9.9491 / -9.9242 eV